Molecular formula: C24H36HgP2Si
Method: DFT, ωB97M-V/def2-TZVPD

Summary:
**E**: -56098.7349 eV
**Lowest unoccupied orbital energy**: -0.25 eV

Each line ends with the Mulliken charge.
CARTESIAN COORDINATES (ANGSTROEM)
C1 0.801 2.093 1.699  -0.555
C2 1.212 2.502 0.391  -0.501
C3 0.040 2.737 -0.386  -0.670
H1 2.236 2.653 0.073  0.420
C4 -1.097 2.437 0.430  -0.947
C5 -0.622 2.052 1.723  -0.443
H2 -1.239 1.784 2.582  0.477
H3 1.457 1.852 2.532  0.483
H4 0.012 3.050 -1.428  0.454
H5 -2.142 2.514 0.141  0.615
Hg1 -1.338 -0.299 -1.052  1.028
C6 -0.424 -0.775 -2.945  -1.201
H6 -1.118 -0.455 -3.738  0.124
H7 -0.307 -1.865 -2.943  0.160
H8 0.540 -0.262 -3.012  0.363
Si1 -0.591 -2.050 -6.157  0.315
C7 1.197 -1.776 -6.542  0.178
C8 1.847 -0.561 -6.280  0.024
H9 1.306 0.262 -5.808  0.399
C9 3.194 -0.393 -6.633  -0.641
H10 3.691 0.556 -6.425  0.360
C10 3.896 -1.435 -7.249  -0.379
H11 4.941 -1.301 -7.531  0.365
C11 3.255 -2.657 -7.496  -0.477
H12 3.800 -3.474 -7.971  0.354
C12 1.917 -2.831 -7.135  -0.387
H13 1.409 -3.778 -7.322  0.309
C13 -1.626 -0.567 -6.554  0.553
C14 -1.332 0.162 -7.719  -0.419
H14 -0.536 -0.176 -8.387  0.344
C15 -2.047 1.327 -8.024  -0.513
H15 -1.825 1.867 -8.945  0.365
C16 -3.029 1.797 -7.145  -0.403
H16 -3.560 2.724 -7.368  0.360
C17 -3.336 1.067 -5.990  -0.549
H17 -4.079 1.447 -5.285  0.357
C18 -2.697 -0.153 -5.739  -0.455
H18 -3.013 -0.780 -4.900  0.492
H19 -0.715 -2.507 -4.773  -0.187
H20 -1.082 -3.126 -7.027  -0.282
C19 -3.543 -2.726 -0.163  -1.199
P1 -1.957 -2.147 0.467  0.256
C20 -2.132 -1.600 2.172  -1.016
C21 -0.771 -3.551 0.383  -0.801
C22 0.701 -3.148 0.219  -1.016
P2 1.154 -1.699 1.298  0.530
C23 2.845 -1.437 0.659  -1.293
C24 1.569 -2.614 2.855  -1.430
H21 -4.260 -1.894 -0.183  0.342
H22 -3.934 -3.527 0.482  0.404
H23 -3.418 -3.113 -1.184  0.350
H24 -2.657 -2.369 2.758  0.386
H25 -1.168 -1.382 2.652  0.262
H26 -2.730 -0.680 2.181  0.310
H27 -0.904 -4.144 1.302  0.434
H28 -1.069 -4.188 -0.461  0.414
H29 1.374 -3.966 0.512  0.503
H30 0.931 -2.889 -0.827  0.353
H31 3.296 -0.622 1.241  0.384
H32 3.437 -2.351 0.773  0.439
H33 2.787 -1.148 -0.397  0.327
H34 1.904 -1.857 3.578  0.372
H35 0.687 -3.134 3.263  0.390
H36 2.382 -3.331 2.664  0.411

***

Molecular formula: C21H23ClN2PPmS
Method: DFT, ωB97M-V/def2-TZVPD

Summary:
**E**: -74317.0454 eV
**Lowest unoccupied orbital energy (alpha / beta)**: -7.65 / -7.21 eV
**Multiplicity**: 5
**Charge**: +2

Each line ends with the Löwdin spin population.
CARTESIAN COORDINATES (ANGSTROEM)
Pm1 0.465 1.137 1.820  4.069
Cl1 -1.445 -0.617 2.172  -0.023
P1 0.013 -0.398 -0.586  -0.017
C1 1.777 0.026 -0.341  -0.004
C2 2.402 0.965 -1.180  0.001
C3 3.765 1.180 -1.017  -0.001
C4 4.489 0.429 -0.092  0.001
C5 3.878 -0.510 0.732  0.000
C6 2.495 -0.697 0.659  -0.001
C7 -0.037 -2.110 -1.157  -0.003
C8 -1.327 -2.681 -1.219  -0.001
C9 -1.488 -3.955 -1.757  0.000
C10 -0.368 -4.653 -2.235  -0.001
C11 0.915 -4.087 -2.178  0.000
C12 1.088 -2.804 -1.638  -0.002
C13 -0.613 0.550 -2.000  -0.003
C14 -1.473 1.622 -1.690  0.000
C15 -1.963 2.432 -2.712  0.000
C16 -1.600 2.158 -4.038  0.000
C17 -0.706 1.129 -4.341  0.000
C18 -0.194 0.318 -3.323  -0.001
H1 -2.193 -2.090 -0.907  0.000
H2 -2.486 -4.396 -1.843  0.000
H3 -0.492 -5.628 -2.714  0.000
H4 1.791 -4.624 -2.565  0.000
H5 2.067 -2.319 -1.622  0.000
H6 1.812 1.431 -1.978  0.000
H7 4.241 1.940 -1.634  0.000
H8 5.571 0.554 -0.081  0.000
H9 4.491 -1.115 1.403  0.000
H10 2.019 -1.506 1.226  0.000
H11 -1.751 1.810 -0.647  0.000
H12 -2.632 3.257 -2.485  0.000
H13 -1.987 2.776 -4.850  0.000
H14 -0.400 0.913 -5.367  0.000
H15 0.512 -0.495 -3.518  0.000
H16 1.643 3.187 0.387  0.000
H17 0.951 3.379 0.088  0.000
S1 -0.315 3.289 3.135  -0.014
C19 -1.209 1.995 3.788  -0.001
N1 -2.552 1.928 3.738  0.001
C20 -3.059 0.900 4.600  0.000
C21 -1.819 0.281 5.231  0.000
N2 -0.718 0.914 4.474  0.000
H18 -3.019 2.214 2.859  0.000
H19 -3.507 0.074 4.040  0.000
H20 -3.799 1.327 5.264  0.000
H21 -1.872 -0.792 5.008  0.000
H22 -1.609 0.479 6.279  0.000
H23 0.247 0.882 4.810  0.000

***

Molecular formula: C18H21NO2
Method: DFT, ωB97M-V/def2-TZVPD

Summary:
**SMILES**: O=C(CCCOc1ccccc1)NCCc1ccccc1
**E**: -24592.5959 eV
**Lowest unoccupied orbital energy**: 0.81 eV

Each line ends with the Mulliken charge.
CARTESIAN COORDINATES (ANGSTROEM)
O1 0.058 -3.576 -0.082  -0.671
C1 -0.278 -2.588 0.537  0.301
C2 -1.738 -2.211 0.747  -0.292
C3 -2.531 -2.365 -0.552  -0.822
C4 -2.292 -1.228 -1.550  -0.173
O2 -2.994 -0.051 -1.196  -0.455
C5 -2.447 0.895 -0.383  0.185
C6 -1.103 1.003 -0.043  0.756
C7 -0.676 2.032 0.780  -0.566
C8 -1.570 2.965 1.271  -0.758
C9 -2.909 2.868 0.923  -0.405
C10 -3.346 1.846 0.107  -0.638
N1 0.617 -1.770 1.137  -0.107
C11 2.035 -2.058 1.113  -0.998
C12 2.721 -1.604 -0.185  -1.197
C13 2.653 -0.118 -0.398  0.591
C14 3.265 0.754 0.496  -0.166
C15 3.205 2.122 0.303  -0.725
C16 2.532 2.641 -0.792  -0.421
C17 1.925 1.783 -1.692  -0.463
C18 1.987 0.414 -1.494  -0.301
H1 -1.839 -1.206 1.156  0.250
H2 -2.133 -2.918 1.482  0.340
H3 -2.235 -3.305 -1.020  0.446
H4 -3.599 -2.403 -0.333  0.386
H5 -2.713 -1.512 -2.520  0.348
H6 -1.222 -1.045 -1.683  0.021
H7 -0.372 0.307 -0.422  0.039
H8 0.373 2.100 1.029  0.284
H9 -1.229 3.761 1.913  0.426
H10 -3.618 3.594 1.294  0.361
H11 -4.384 1.758 -0.172  0.452
H12 0.314 -0.903 1.548  0.356
H13 2.145 -3.143 1.197  0.369
H14 2.495 -1.580 1.980  0.556
H15 2.247 -2.124 -1.018  0.396
H16 3.766 -1.919 -0.137  0.419
H17 3.802 0.357 1.346  0.392
H18 3.686 2.786 1.006  0.393
H19 2.483 3.709 -0.942  0.394
H20 1.400 2.180 -2.548  0.388
H21 1.520 -0.252 -2.206  0.310

***

Molecular formula: C25H57Br2N4O11P2
Method: DFT, ωB97M-V/def2-TZVPD

Summary:
**E**: -213991.3155 eV
**Lowest unoccupied orbital energy**: -2.43 eV
**Charge**: +1

Each line ends with the Mulliken charge.
CARTESIAN COORDINATES (ANGSTROEM)
C1 6.354 1.670 -1.558  -1.045
C2 6.311 2.673 -2.701  -0.297
O1 5.074 2.666 -3.392  -0.397
C3 4.082 3.466 -2.787  -0.611
C4 2.837 3.394 -3.654  -0.992
C5 2.113 2.044 -3.535  -0.766
C6 0.628 2.171 -3.171  -1.032
C7 0.422 2.741 -1.758  -0.976
C8 0.186 1.696 -0.662  1.275
P1 0.612 2.628 0.910  0.226
O2 -0.040 3.935 1.031  -0.753
O3 0.474 1.575 2.082  -0.428
O4 2.207 2.763 0.809  -0.477
O5 1.224 0.716 -0.697  -0.458
C9 1.122 -0.513 -1.361  -1.138
C10 -0.274 -1.066 -1.627  0.313
C11 -0.253 -2.597 -1.551  -0.940
P2 0.607 -3.431 -2.920  0.776
O6 -0.118 -4.631 -3.321  -0.679
O7 2.093 -3.727 -2.421  -0.554
O8 0.751 -2.278 -4.022  -0.545
N1 -1.337 -0.453 -0.752  0.506
C12 -1.536 -1.206 0.532  -0.936
C13 -0.337 -1.279 1.479  0.296
N2 -0.765 -0.970 2.840  -0.442
C14 -1.304 1.145 -0.643  1.189
O9 -1.792 1.467 0.594  -0.082
C15 -2.244 1.689 -1.754  -0.969
Br1 -2.578 0.611 -3.300  -0.012
C16 -2.903 2.848 -1.779  0.148
C17 -3.857 3.245 -2.869  -1.664
Br2 -2.690 4.196 -0.489  -0.034
H1 7.391 1.415 -1.336  0.413
H2 5.922 2.058 -0.637  0.246
H3 5.840 0.755 -1.849  0.221
H4 7.076 2.429 -3.437  0.361
H5 6.537 3.680 -2.336  0.306
H6 3.848 3.068 -1.786  0.260
H7 4.431 4.495 -2.649  0.525
H8 3.166 3.539 -4.682  0.498
H9 2.191 4.221 -3.352  0.455
H10 2.621 1.434 -2.785  0.082
H11 2.176 1.521 -4.490  0.605
H12 0.174 1.187 -3.276  0.209
H13 0.156 2.833 -3.897  0.361
H14 -0.355 3.500 -1.711  0.507
H15 1.340 3.267 -1.494  0.751
H16 0.902 1.911 2.883  0.341
H17 2.418 3.678 0.576  0.358
H18 1.689 -1.229 -0.759  0.410
H19 1.625 -0.438 -2.330  0.117
H20 -0.512 -0.841 -2.657  0.615
H21 0.228 -2.925 -0.629  0.028
H22 -1.259 -3.012 -1.582  0.467
H23 2.668 -2.962 -2.297  0.410
H24 1.624 -2.221 -4.431  0.382
H25 -2.205 -0.600 -1.275  0.722
H26 -2.439 -0.876 1.040  0.184
H27 -1.791 -2.213 0.213  0.878
H28 0.046 -2.307 1.474  -0.049
H29 0.484 -0.635 1.185  -0.025
H30 -1.310 -1.736 3.211  0.277
H31 0.037 -0.834 3.441  0.235
H32 -2.767 1.447 0.653  0.262
H33 -3.346 3.316 -3.827  0.377
H34 -4.645 2.494 -2.957  0.409
H35 -4.330 4.188 -2.627  0.455
C18 -7.473 1.184 2.716  -1.427
C19 -6.974 1.371 1.288  0.292
C20 -5.788 0.472 0.923  -0.825
O10 -4.539 0.889 1.460  -0.252
C21 -4.285 0.502 2.806  -0.851
N3 -6.702 2.792 1.062  -0.673
H36 -6.813 1.663 3.438  0.294
H37 -8.455 1.640 2.827  0.370
H38 -7.558 0.127 2.975  0.343
H39 -7.786 1.085 0.613  0.425
H40 -5.661 0.503 -0.164  0.309
H41 -5.982 -0.572 1.201  0.443
H42 -4.706 -0.486 3.013  0.383
H43 -4.697 1.222 3.515  0.224
H44 -3.206 0.473 2.939  0.210
H45 -6.489 2.957 0.082  0.246
H46 -5.856 3.047 1.564  0.320
C22 3.645 -6.106 3.675  -1.395
C23 2.549 -5.356 4.426  0.244
C24 1.664 -4.485 3.525  -0.630
O11 2.257 -3.268 3.097  -0.355
C25 3.116 -3.385 1.977  -0.668
N4 3.155 -4.606 5.526  -0.712
H47 4.469 -5.446 3.405  0.280
H48 4.055 -6.891 4.307  0.353
H49 3.260 -6.569 2.764  0.341
H50 1.883 -6.102 4.870  0.442
H51 0.783 -4.188 4.100  0.336
H52 1.313 -5.056 2.654  0.409
H53 2.766 -4.152 1.279  0.350
H54 4.140 -3.614 2.278  0.314
H55 3.122 -2.418 1.469  0.123
H56 2.433 -4.201 6.113  0.270
H57 3.656 -3.811 5.140  0.309

***

Molecular formula: C2H4O2
Method: DFT, ωB97M-V/def2-TZVPD

Summary:
**SMILES**: C=O.C=O
**E**: -6231.9141 eV
**Lowest unoccupied orbital energy**: 0.91 eV

Each line ends with the Mulliken charge.
CARTESIAN COORDINATES (ANGSTROEM)
C1 -1.511 -0.904 0.074  -0.054
O1 -0.558 -1.602 -0.108  -0.384
H1 -2.539 -1.271 -0.010  0.260
H2 -1.429 0.111 0.496  0.178
C2 1.489 0.857 -0.099  -0.063
O2 0.779 1.356 0.715  -0.388
H3 1.203 0.733 -1.152  0.217
H4 2.566 0.719 0.083  0.233

***

Molecular formula: C25H34Cl2N7O4SSn
Method: DFT, ωB97M-V/def2-TZVPD

Summary:
**E**: -86803.8065 eV
**Lowest unoccupied orbital energy (alpha / beta)**: -2.80 / -3.79 eV
**Charge**: +1

Each line ends with the Mulliken charge.
CARTESIAN COORDINATES (ANGSTROEM)
Sn1 0.510 0.751 1.493  0.979
C1 -2.046 -0.226 2.372  0.020
C2 -2.348 -0.843 1.142  0.383
C3 -2.918 0.135 0.323  1.470
C4 -2.975 1.396 1.061  0.768
C5 -2.447 1.189 2.299  0.450
C6 -2.315 2.155 3.431  -1.866
C7 -3.550 2.652 0.500  -1.390
C8 -3.454 -0.019 -1.052  -1.739
C9 -2.209 -2.311 0.870  -2.018
C10 -1.687 -0.947 3.624  -1.198
H1 -3.161 2.082 4.119  0.321
H2 -2.272 3.183 3.072  0.444
H3 -1.409 1.972 4.013  0.304
H4 -4.631 2.562 0.367  0.351
H5 -3.123 2.882 -0.476  0.125
H6 -3.369 3.503 1.155  0.400
H7 -4.532 0.169 -1.062  0.477
H8 -3.284 -1.012 -1.465  0.413
H9 -3.008 0.721 -1.724  0.197
H10 -2.439 -2.558 -0.168  0.686
H11 -2.895 -2.896 1.487  0.410
H12 -1.200 -2.676 1.092  0.325
H13 -1.237 -0.287 4.366  0.359
H14 -1.002 -1.774 3.419  0.240
H15 -2.590 -1.380 4.068  0.354
N1 2.759 -1.506 7.838  -0.371
C11 2.238 -1.440 6.608  0.687
N2 1.294 -2.331 6.259  -0.340
N3 2.687 -0.483 5.815  -0.713
C12 2.208 -0.380 4.608  0.551
N4 1.823 -0.231 3.521  -0.598
H16 2.484 -2.200 8.508  0.192
H17 3.464 -0.834 8.087  0.240
H18 1.021 -3.078 6.871  0.210
H19 0.927 -2.325 5.323  0.113
O1 3.679 1.847 2.132  -0.247
N5 3.035 1.462 1.275  0.256
Cl1 1.720 3.430 -3.041  -0.146
C13 0.607 3.831 -1.709  0.230
Cl2 -1.074 3.716 -2.235  -0.147
C14 0.945 2.902 -0.531  -0.069
O2 1.748 3.329 0.290  -0.651
O3 0.384 1.742 -0.514  -0.225
H20 0.803 4.859 -1.426  0.510
C15 4.240 -2.107 -2.476  -1.098
C16 4.055 -0.649 -2.876  -0.714
C17 3.043 0.080 -2.003  -0.684
N6 1.698 -0.467 -2.191  0.317
C18 0.955 -1.044 -1.283  0.586
S1 1.530 -1.344 0.326  -0.408
N7 -0.295 -1.513 -1.549  0.121
C19 -0.978 -1.812 -2.764  -0.099
O4 -1.716 -2.762 -2.750  -0.552
C20 -0.812 -0.924 -3.935  0.688
C21 -0.750 0.459 -3.775  0.677
C22 -0.695 1.273 -4.895  -0.927
C23 -0.681 0.709 -6.163  -0.669
C24 -0.743 -0.671 -6.321  -0.697
C25 -0.825 -1.490 -5.208  -0.664
H21 4.977 -2.593 -3.113  0.411
H22 3.308 -2.668 -2.564  0.257
H23 4.580 -2.187 -1.442  0.258
H24 3.749 -0.575 -3.924  0.374
H25 5.002 -0.112 -2.799  0.402
H26 2.995 1.140 -2.251  0.065
H27 3.294 -0.014 -0.948  0.469
H28 1.291 -0.327 -3.110  0.155
H29 -0.677 -2.054 -0.782  -0.008
H30 -0.764 0.894 -2.783  0.213
H31 -0.666 2.347 -4.775  0.412
H32 -0.631 1.348 -7.034  0.433
H33 -0.739 -1.104 -7.311  0.421
H34 -0.905 -2.564 -5.308  0.512

***

Molecular formula: C2H4O2P
Method: DFT, ωB97M-V/def2-TZVPD

Summary:
**E**: -15523.1780 eV
**Lowest unoccupied orbital energy**: 4.51 eV
**Charge**: -1

Each line ends with the Mulliken charge.
CARTESIAN COORDINATES (ANGSTROEM)
C1 1.309 0.141 0.035  0.527
C2 -0.120 0.578 -0.350  -0.574
O1 1.308 -1.168 0.130  -0.638
O2 2.230 0.972 0.035  -0.698
P1 -0.939 -1.026 -0.141  -0.136
H1 -0.075 0.802 -1.452  0.208
H2 -0.687 1.249 0.250  0.373
H3 -2.203 -0.356 0.152  -0.034
H4 -0.825 -1.193 1.341  -0.027

***

Molecular formula: C3H12N2S
Method: DFT, ωB97M-V/def2-TZVPD

Summary:
**SMILES**: NCCN.CS
**E**: -17120.3177 eV
**Lowest unoccupied orbital energy**: 0.89 eV

Each line ends with the Mulliken charge.
CARTESIAN COORDINATES (ANGSTROEM)
N1 -0.831 -2.356 1.073  -0.568
C1 -1.255 -0.958 1.380  -0.624
C2 -0.326 0.093 0.719  -0.256
N2 -1.021 1.394 0.688  -0.609
H1 -1.466 -3.060 1.488  0.242
H2 0.082 -2.487 1.554  0.220
H3 -1.283 -0.667 2.456  0.249
H4 -2.272 -0.812 0.942  0.390
H5 0.639 0.006 1.242  0.237
H6 -0.216 -0.258 -0.321  0.234
H7 -1.024 1.665 1.680  0.245
H8 -0.487 2.134 0.215  0.256
C3 1.691 1.370 -2.027  -0.662
S1 2.068 -0.439 -2.297  -0.222
H9 2.215 1.683 -1.135  0.243
H10 2.032 1.912 -2.907  0.357
H11 0.589 1.451 -1.830  0.139
H12 0.864 -0.671 -2.920  0.129